[1]
{
  "formula": "C31H18F5NO9RuS2Sb",
  "method": "ωB97M-V/def2-TZVPD",
  "total_charge": -2,
  "multiplicity": 6,
  "s2": 8.79,
  "homo_energy_ha": [-0.044, -0.128],
  "homo_lumo_gap_ev": [4.8, 4.3],
  "species": ["Ru", "O", "C", "O", "C", "C", "C", "N", "C", "C", "C", "O", "O", "H", "H", "H", "S", "Sb", "C", "C", "C", "C", "C", "C", "C", "C", "C", "C", "C", "C", "C", "C", "C", "C", "C", "C", "H", "H", "H", "H", "H", "H", "H", "H", "H", "H", "H", "H", "H", "H", "H", "O", "S", "O", "O", "O", "F", "C", "C", "F", "C", "F", "C", "O", "C", "F", "C", "F"],
  "coordinates": [[-0.0965, 2.4240, -1.3845], [-2.3906, 1.0100, -7.2229], [-2.3028, 2.2379, -6.9878], [-2.6644, 3.2080, -7.6694], [-1.7796, 2.5992, -5.6319], [-2.6401, 2.2891, -4.5635], [-2.1681, 2.6089, -3.3050], [-0.8980, 2.9788, -3.1392], [-0.0408, 3.1811, -4.1965], [-0.5299, 3.1898, -5.4629], [1.3607, 3.3107, -3.6903], [2.2206, 3.7610, -4.4177], [1.6244, 2.8892, -2.4550], [-3.6117, 1.8042, -4.6698], [-2.8325, 2.5228, -2.4378], [0.0541, 3.4391, -6.3602], [-1.2732, 0.7425, -0.6717], [-0.6089, -1.0822, 1.1305], [-2.3912, -2.3009, 1.0094], [-3.6491, -1.8220, 1.1709], [-4.7794, -2.6313, 1.0687], [-4.6520, -3.9461, 0.6529], [-3.3899, -4.4878, 0.5144], [-2.3014, -3.6427, 0.6405], [0.7392, -1.8447, -0.2878], [0.2078, -1.9123, -1.5700], [1.0579, -2.3658, -2.6059], [2.4257, -2.5825, -2.3676], [2.8682, -2.4697, -1.0410], [2.0506, -2.1114, -0.0031], [0.6634, -1.6855, 2.8348], [0.2138, -2.7213, 3.6360], [0.8435, -2.8819, 4.8965], [1.8808, -2.0635, 5.3160], [2.3082, -1.0314, 4.5160], [1.6865, -0.8582, 3.2649], [-3.8417, -0.7206, 1.3207], [-5.7644, -2.1822, 1.2482], [-5.5587, -4.5850, 0.3914], [-3.2070, -5.5416, 0.1596], [-1.2988, -4.0985, 0.4749], [-0.8239, -1.6089, -1.7755], [0.6031, -2.6819, -3.5625], [3.0994, -2.9404, -3.1254], [3.9037, -2.7384, -0.8739], [2.4875, -2.0860, 0.9825], [-0.6124, -3.3959, 3.2834], [0.5160, -3.7127, 5.5691], [2.3787, -2.3621, 6.2243], [3.1563, -0.3910, 4.7109], [1.9997, -0.0313, 2.6433], [-1.9326, -0.1398, 2.3042], [-1.0247, 1.0779, 2.8334], [-0.5805, 0.7499, 4.1709], [-1.8664, 2.2397, 2.7082], [0.1697, 0.8460, 1.8544], [4.7934, 2.2717, 3.2350], [3.7548, 2.5956, 2.4099], [2.9608, 3.7056, 2.6349], [3.3720, 4.5529, 3.6039], [1.7787, 4.0108, 1.9884], [0.8757, 4.8963, 2.3162], [1.5105, 3.2557, 0.8033], [0.5325, 3.7306, 0.1140], [2.2795, 2.0593, 0.5616], [1.8936, 1.1931, -0.4038], [3.3517, 1.7658, 1.3637], [3.8885, 0.5098, 1.3207]],
  "forces_ev_per_a": [[2.125, 0.383, 0.444], [0.236, 0.453, 0.232], [-0.576, -0.710, -0.814], [0.071, 0.458, -0.365], [-1.184, -0.484, 0.036], [0.932, 0.505, 0.301], [-1.054, -0.053, -0.743], [-0.334, -0.449, -0.838], [-1.052, -0.064, 2.457], [0.216, -0.567, -0.951], [1.713, 0.197, 0.482], [0.032, 0.064, -0.325], [-1.823, 0.584, -1.119], [0.383, 0.273, -0.300], [0.662, 0.009, -0.121], [-0.106, -0.095, 0.706], [-1.303, -0.480, -0.068], [0.169, 0.323, 0.822], [-0.254, 1.128, -0.133], [3.143, 4.275, 0.374], [-3.784, -0.188, 0.197], [0.080, -4.137, -1.337], [-4.709, -2.584, -1.018], [5.302, -0.215, 0.177], [-1.335, 0.927, -0.580], [1.231, -0.760, -0.896], [-0.443, -0.408, -0.215], [-1.439, -0.032, 1.268], [1.070, -0.426, -1.531], [0.481, -0.363, 0.081], [-1.390, -0.100, -0.524], [0.214, -0.474, 0.896], [-1.098, -1.272, -0.282], [-0.170, -0.716, 0.063], [-0.112, 0.074, -1.772], [0.637, 0.104, 0.717], [0.530, -1.383, -0.118], [0.460, -0.357, 0.003], [1.266, 0.948, 0.586], [-0.512, 1.227, 0.477], [-0.709, 0.478, 0.078], [0.409, -0.333, 0.040], [0.410, 0.699, 0.371], [0.035, 0.021, -0.261], [0.110, 0.209, 0.289], [-0.304, 0.152, 0.251], [0.834, 0.696, 0.608], [0.285, 0.745, -0.642], [0.102, 0.382, 0.333], [-0.009, 0.002, 0.452], [-0.018, -0.142, 0.153], [0.944, 1.520, 1.069], [-0.992, -1.319, 0.567], [-0.070, 0.517, -0.285], [1.166, 0.162, -0.433], [-1.327, 1.064, 0.404], [-0.617, 0.289, -0.580], [-0.472, -0.351, -0.706], [0.008, 1.271, 1.404], [0.038, 0.060, 0.497], [1.399, -2.905, -2.032], [0.168, 1.167, 0.673], [0.620, 0.117, 1.242], [-0.737, -1.470, -1.076], [-0.443, 1.679, 0.231], [0.312, 0.220, 0.592], [0.434, -1.184, 0.931], [0.148, 0.637, -0.440]]
}


[2]
{
  "formula": "C31H19AsBiCl5NO4",
  "method": "ωB97M-V/def2-TZVPD",
  "total_charge": 1,
  "multiplicity": 1,
  "homo_energy_ha": -0.418,
  "homo_lumo_gap_ev": 7.8,
  "species": ["Bi", "O", "C", "O", "C", "C", "C", "C", "C", "N", "C", "O", "O", "H", "H", "H", "H", "Cl", "C", "C", "C", "Cl", "C", "Cl", "C", "Cl", "C", "Cl", "C", "C", "C", "C", "C", "C", "As", "C", "C", "C", "C", "C", "C", "C", "C", "C", "C", "C", "C", "H", "H", "H", "H", "H", "H", "H", "H", "H", "H", "H", "H", "H", "H", "H"],
  "coordinates": [[-1.6379, 0.5284, 0.7106], [-5.9552, 1.9061, -0.9418], [-4.7280, 1.7035, -0.3615], [-4.1481, 0.6560, -0.3786], [-4.1348, 2.9949, 0.1753], [-4.6500, 4.2322, -0.0122], [-3.7898, 5.3702, 0.3178], [-2.5220, 5.1050, 0.8277], [-2.0795, 3.8018, 0.9685], [-2.8197, 2.7536, 0.6033], [-0.5855, 3.4064, 1.2249], [0.1496, 4.2617, 1.5570], [-0.3238, 2.1585, 1.2159], [-6.2890, 1.0243, -1.1673], [-5.5279, 4.3782, -0.6169], [-4.0702, 6.3672, 0.0751], [-1.9180, 5.9305, 0.9987], [-2.3379, -1.9569, -0.9240], [-1.9880, -0.6508, -2.0154], [-1.4563, 0.5138, -1.5299], [-1.1935, 1.5100, -2.4222], [-0.4253, 2.9337, -1.8586], [-1.5350, 1.3974, -3.7800], [-1.0665, 2.5668, -4.9494], [-2.2003, 0.2332, -4.2474], [-2.5617, 0.1244, -5.9383], [-2.4096, -0.7735, -3.3152], [-3.1737, -2.1996, -3.8950], [4.9340, 1.4546, 0.7310], [3.8125, 1.8233, -0.0793], [2.6278, 1.1549, 0.1688], [2.5819, 0.0753, 1.0945], [3.7769, -0.3242, 1.7118], [4.9541, 0.3718, 1.5483], [1.0152, -0.9844, 0.8161], [1.4894, -2.1491, -0.6643], [2.4863, -1.7005, -1.5367], [2.8792, -2.4796, -2.6912], [2.2834, -3.7184, -2.8860], [1.3164, -4.1645, -1.9204], [0.9488, -3.4097, -0.8460], [0.8786, -2.1130, 2.4396], [1.5629, -3.2612, 2.4986], [1.4919, -4.1975, 3.5374], [0.6266, -3.9251, 4.5535], [-0.0492, -2.6777, 4.5755], [0.0552, -1.8014, 3.5137], [5.8436, 1.8740, 0.3911], [3.8764, 2.6095, -0.8495], [1.7784, 1.3848, -0.5168], [3.6901, -1.1467, 2.4315], [5.8608, 0.0262, 2.0233], [2.9968, -0.7383, -1.2996], [3.7569, -2.1257, -3.2333], [2.5796, -4.5694, -3.4998], [1.1249, -5.2058, -1.9798], [0.3308, -3.7109, -0.0421], [2.2861, -3.6216, 1.6823], [2.1134, -5.0964, 3.6210], [0.5610, -4.5827, 5.3856], [-0.6992, -2.5174, 5.4154], [-0.3943, -0.8304, 3.5847]],
  "forces_ev_per_a": [[0.508, 0.423, 0.038], [1.456, -0.520, 1.053], [-1.621, 1.955, -0.827], [0.014, -0.628, 0.316], [2.347, -2.131, -0.027], [1.515, 2.316, -0.099], [-0.166, -2.974, -0.023], [-2.135, -0.031, -0.598], [0.647, -2.167, -1.217], [-1.961, 1.458, 0.148], [-2.768, 0.509, 0.794], [1.892, 2.016, 0.255], [0.282, -1.943, -0.341], [-0.131, 0.015, -0.237], [-0.453, -0.035, 0.372], [-0.350, 0.547, -0.008], [1.429, 1.087, 0.530], [0.116, -0.111, 0.157], [-0.690, -0.455, 0.135], [0.022, -0.440, 0.926], [-0.045, 0.737, -0.997], [0.234, 0.527, -0.113], [-0.063, -0.677, -0.441], [0.000, 0.218, 0.476], [1.032, 1.444, 0.305], [-0.117, -0.348, 0.873], [-0.461, -0.842, -1.617], [-0.054, -0.236, 0.203], [-0.650, 0.830, -2.932], [0.533, -0.283, 1.505], [-0.368, -0.173, -0.713], [0.891, 0.944, -1.520], [-1.954, -0.723, 1.158], [-0.352, -0.413, 0.494], [-0.714, -0.216, 1.290], [1.416, 0.840, -0.627], [0.203, -0.004, -0.909], [-0.072, 0.535, 1.522], [-0.924, -0.587, 2.007], [1.668, 0.398, -1.047], [-0.130, 0.737, 0.211], [-0.579, 1.192, -1.017], [3.268, -3.655, -1.801], [0.015, 0.168, 0.165], [-0.304, 1.561, 0.248], [0.059, -1.345, -0.235], [0.043, 0.238, 0.634], [1.011, 0.717, 0.328], [0.065, -0.497, 0.602], [0.409, -0.192, 0.922], [0.347, 0.066, -0.423], [0.023, 0.118, 0.064], [-0.340, -0.960, -0.535], [-0.436, -0.182, -0.186], [0.361, 0.972, -0.624], [-0.852, -0.707, 0.029], [-0.831, -0.996, 0.339], [-1.181, 1.072, 0.899], [-0.226, 0.434, -0.561], [-0.272, -0.441, 0.565], [-0.143, 0.502, 0.161], [-0.465, 0.334, -0.046]]
}


[3]
{
  "formula": "C31H20BrF9NO7PRb",
  "method": "ωB97M-V/def2-TZVPD",
  "total_charge": -1,
  "multiplicity": 1,
  "homo_energy_ha": -0.220,
  "homo_lumo_gap_ev": 7.9,
  "species": ["Rb", "O", "C", "O", "C", "O", "C", "C", "O", "O", "H", "H", "H", "H", "H", "Br", "C", "C", "C", "C", "C", "N", "C", "O", "O", "H", "H", "H", "F", "C", "F", "F", "C", "C", "C", "C", "C", "C", "P", "C", "C", "C", "C", "C", "C", "C", "F", "F", "F", "C", "C", "C", "C", "C", "C", "C", "F", "F", "F", "H", "H", "H", "H", "H", "H", "H", "H", "H", "H", "H", "H"],
  "coordinates": [[0.2541, 2.8013, 1.1954], [2.4508, 5.6722, 4.5445], [1.5350, 4.8275, 4.0267], [0.6179, 5.2001, 3.3476], [1.8331, 3.4027, 4.4226], [0.8903, 2.5598, 3.8435], [1.0088, 1.2135, 4.3045], [0.0559, 0.3081, 3.4803], [-0.6735, -0.4714, 4.1093], [0.1573, 0.4534, 2.2287], [2.2223, 6.5609, 4.2396], [1.8260, 3.3436, 5.5160], [2.8530, 3.1655, 4.0983], [0.7603, 1.1672, 5.3655], [2.0378, 0.8704, 4.1468], [4.8980, 0.4153, 0.2212], [4.0850, 1.4729, -1.1450], [4.6911, 1.5202, -2.3895], [4.0521, 2.2757, -3.3623], [2.8693, 2.9253, -3.0511], [2.3661, 2.8137, -1.7615], [2.9784, 2.0918, -0.8138], [1.0880, 3.5148, -1.3071], [1.2535, 4.4953, -0.5608], [0.0151, 2.9629, -1.6314], [5.6108, 0.9898, -2.5807], [4.4776, 2.3483, -4.3565], [2.3299, 3.5090, -3.7867], [-1.2448, -0.9400, -7.0613], [-1.7270, -1.8229, -6.1771], [-3.0599, -1.8669, -6.3660], [-1.2617, -3.0337, -6.5372], [-1.3710, -1.4839, -4.7681], [-1.5579, -2.4507, -3.7844], [-1.2514, -2.1527, -2.4697], [-0.7518, -0.8943, -2.1212], [-0.5780, 0.0651, -3.1171], [-0.8912, -0.2281, -4.4402], [-0.3320, -0.3617, -0.3980], [-2.0586, -0.2574, 0.2147], [-2.6627, 0.9945, 0.1089], [-3.9845, 1.1814, 0.4844], [-4.7119, 0.1115, 0.9808], [-4.1246, -1.1431, 1.0919], [-2.8091, -1.3249, 0.7023], [-6.1242, 0.2928, 1.4260], [-6.6518, 1.4525, 1.0097], [-6.2404, 0.2735, 2.7652], [-6.9267, -0.6840, 0.9694], [0.3108, -1.9322, 0.2901], [0.0277, -2.3736, 1.5845], [0.6704, -3.4868, 2.0995], [1.6095, -4.1682, 1.3353], [1.9138, -3.7338, 0.0546], [1.2644, -2.6224, -0.4590], [2.3045, -5.3448, 1.9289], [3.0303, -6.0274, 1.0278], [1.4401, -6.2179, 2.4747], [3.1470, -4.9931, 2.9169], [-1.9379, -3.4304, -4.0509], [-1.3907, -2.9077, -1.7043], [-0.2044, 1.0505, -2.8455], [-0.7511, 0.5207, -5.2096], [-2.1078, 1.8375, -0.2978], [-4.4424, 2.1564, 0.3885], [-4.6954, -1.9772, 1.4831], [-2.3629, -2.3097, 0.7960], [-0.6627, -1.8243, 2.2186], [0.4442, -3.8138, 3.1083], [2.6529, -4.2547, -0.5390], [1.5170, -2.2839, -1.4580]],
  "forces_ev_per_a": [[-0.419, 0.223, 0.324], [0.091, -0.104, 0.097], [-0.151, 0.136, -0.098], [0.115, -0.128, 0.040], [-0.063, 0.015, -0.061], [0.112, 0.042, 0.264], [-0.141, -0.159, -0.100], [0.005, -0.069, -0.074], [0.188, 0.077, -0.059], [-0.081, -0.352, 0.654], [-0.060, 0.033, -0.057], [-0.024, 0.023, 0.117], [0.090, -0.034, -0.028], [-0.031, -0.027, 0.074], [0.033, -0.075, 0.032], [0.006, -0.001, 0.014], [-0.016, -0.061, 0.026], [-0.053, 0.046, -0.036], [-0.012, -0.011, 0.014], [-0.025, -0.053, -0.053], [-0.087, 0.156, -0.010], [-0.021, 0.033, -0.027], [0.228, 0.083, -0.461], [0.248, 0.351, -0.313], [-0.046, -0.014, -0.245], [0.017, -0.017, -0.002], [-0.010, -0.001, 0.023], [0.038, -0.023, 0.036], [0.105, 0.162, -0.195], [-0.006, -0.005, 0.080], [-0.253, -0.006, -0.033], [0.093, -0.195, -0.078], [0.032, 0.027, 0.123], [0.005, -0.017, 0.080], [0.018, 0.062, 0.016], [0.022, -0.001, -0.080], [0.026, -0.001, 0.062], [0.017, 0.031, 0.018], [0.093, -0.039, 0.024], [-0.086, 0.025, -0.033], [-0.021, 0.037, -0.031], [0.041, -0.024, 0.007], [0.175, -0.015, -0.067], [0.021, 0.005, 0.003], [-0.006, -0.074, 0.042], [0.107, -0.011, -0.016], [-0.116, 0.252, -0.071], [-0.026, 0.014, 0.288], [-0.190, -0.247, -0.119], [0.029, -0.063, -0.059], [-0.055, 0.072, 0.099], [-0.020, 0.012, 0.009], [-0.080, 0.157, -0.097], [-0.021, 0.016, -0.009], [0.007, 0.006, 0.000], [-0.043, 0.081, -0.057], [0.132, -0.133, -0.119], [-0.188, -0.237, 0.105], [0.211, 0.065, 0.187], [0.019, 0.044, 0.006], [0.001, 0.013, -0.013], [-0.031, -0.049, -0.001], [-0.008, -0.035, 0.026], [0.009, -0.115, -0.036], [-0.010, -0.011, 0.007], [0.008, 0.037, -0.025], [-0.082, 0.127, -0.051], [0.151, -0.077, -0.069], [0.015, 0.017, -0.045], [-0.010, 0.004, 0.014], [-0.015, -0.003, 0.020]]
}


Listing E_tot for the structures above in their given order: -96727.564, -171419.363, -152744.993 eV.
Listing max |F| for the structures above in their given order: 5.47, 5.22, 0.75 eV/A.
Listing energy relative to the best compared isomer or geometry (same formula, charge and spin) for the structures above in their given order: 3.666, 0.900, 0.302 eV.